17
Properties=species:S:1:pos:R:3:mulliken_charge:R:1 method="wB97M-V/def2-TZVPD" e_homo_ev=-9.40 e_above_lowest_kcal_mol=11.17 charge=0 e_tot_ha=-343.1837 smiles="C[C@H](N)CC(N)=O" e_lumo_ha=0.036 gap_ev=10.4
C 0.27222 -1.79451 -0.31129 -1.355
C 0.70618 -0.34402 -0.45300 0.301
N 2.14983 -0.17969 -0.23258 -0.670
C -0.00800 0.59680 0.53842 -0.642
C -1.48500 0.76192 0.29995 0.586
N -1.96384 2.03339 0.37726 -0.394
O -2.24330 -0.16515 0.07521 -0.633
H 0.58844 -2.16836 0.66329 0.323
H 0.75280 -2.39968 -1.08823 0.358
H -0.79786 -1.90469 -0.43324 0.368
H 0.48897 0.02762 -1.45419 0.339
H 2.66860 -0.15307 -1.10347 0.249
H 2.53923 -0.96645 0.27466 0.244
H 0.14689 0.20528 1.55083 0.221
H 0.50981 1.55176 0.49439 0.250
H -2.94324 2.09651 0.15544 0.251
H -1.38174 2.80233 0.64654 0.205


17
Properties=species:S:1:pos:R:3:mulliken_charge:R:1 method="wB97M-V/def2-TZVPD" e_homo_ev=-7.71 e_above_lowest_kcal_mol=150.53 charge=0 e_tot_ha=-342.9616 smiles="C=C[N@+](N)([O-])CC" e_lumo_ha=0.037 gap_ev=8.7
C 2.62327 0.24216 -0.70443 -0.747
C 1.55722 -0.51950 -0.48952 -0.093
N 0.41716 -0.14591 0.26879 0.627
N 0.63611 1.00568 1.06831 -0.807
O -0.17951 -1.22100 0.93383 -0.773
C -1.09941 -0.17044 -0.60495 -0.320
C -2.40673 -0.12344 0.13452 -0.956
H 2.70184 1.24279 -0.30973 0.324
H 3.44861 -0.14216 -1.28382 0.248
H 1.47397 -1.53680 -0.84352 0.410
H -0.26099 1.25366 1.47523 0.276
H 1.22051 0.70189 1.85020 0.272
H -0.99120 -1.02103 -1.26882 0.309
H -0.91049 0.75794 -1.14751 0.307
H -3.21097 0.03480 -0.59141 0.361
H -2.57792 -1.05790 0.66440 0.277
H -2.44147 0.69926 0.84843 0.285


17
Properties=species:S:1:pos:R:3:mulliken_charge:R:1 method="wB97M-V/def2-TZVPD" e_homo_ev=-7.49 e_above_lowest_kcal_mol=107.25 charge=0 e_tot_ha=-343.0305 e_lumo_ha=0.031 gap_ev=8.3
C -0.52031 0.32533 -1.17892 -1.381
C -0.17838 -0.57900 -0.00447 0.441
N -2.46187 -1.47831 0.08784 -0.406
C -1.17424 -1.38165 0.53702 -0.393
O 0.99532 -1.31222 -0.22000 -0.562
H 1.69722 -0.66959 0.09122 0.453
H -2.79772 -0.72982 -0.49725 0.205
H -3.13528 -1.89345 0.71442 0.228
H -0.85671 -2.22034 1.14073 0.358
H -1.13746 -0.17953 -1.93989 0.412
H -1.01455 1.24223 -0.81791 0.321
H 0.39191 0.64364 -1.68372 0.316
C 2.34102 1.92927 0.67567 -0.194
N 1.96158 0.80994 1.06675 -0.679
H 0.68901 0.49944 1.13270 0.401
H 3.37409 2.10274 0.34943 0.254
H 1.82636 2.89133 0.54635 0.227


17
Properties=species:S:1:pos:R:3:mulliken_charge:R:1 method="wB97M-V/def2-TZVPD" e_homo_ev=-8.42 e_above_lowest_kcal_mol=120.17 charge=0 e_tot_ha=-343.0100 e_lumo_ha=0.002 gap_ev=8.5
C 0.98373 -1.32047 -0.55345 -1.358
C 1.19898 0.15098 -0.40344 0.031
C -0.12429 0.91304 -0.31213 -0.462
C -0.58052 1.66231 0.68250 -0.335
N -0.07413 1.65002 1.97167 -0.451
H 0.41504 -1.69645 -1.44987 0.383
H 0.50503 -1.81438 0.37121 0.308
H 1.82464 -2.00947 -0.52476 0.400
H 1.82041 0.55462 -1.30400 0.188
H 1.75713 0.15679 0.55400 0.169
H -0.79172 0.92874 -1.21691 0.371
H -1.57545 2.05875 0.61212 0.335
H -0.09091 2.54280 2.43970 0.223
H 0.76651 1.18817 2.07015 0.201
N -1.90103 -2.03962 -1.14008 -0.019
O -2.85650 -1.74366 -0.47090 -0.274
H -1.27692 -1.18218 -1.32584 0.288


17
Properties=species:S:1:pos:R:3:mulliken_charge:R:1 method="wB97M-V/def2-TZVPD" e_homo_ev=-9.30 e_above_lowest_kcal_mol=37.74 charge=0 e_tot_ha=-343.1413 smiles="NC[C@H](N)CC=O" e_lumo_ha=0.030 gap_ev=10.1
N -2.42149 0.81856 0.38735 -0.612
C -1.14720 0.92719 -0.31817 -0.723
C -0.08505 -0.08331 0.11702 0.348
N 0.26470 0.14964 1.54000 -0.702
C 1.17214 0.04918 -0.72861 -0.653
C 1.95527 -1.24404 -0.77010 -0.063
O 3.14714 -1.35064 -0.68855 -0.466
H -2.26785 0.57394 1.36035 0.256
H -2.99723 0.08889 -0.01310 0.258
H -1.32348 0.77068 -1.38252 0.362
H -0.73827 1.92935 -0.19733 0.292
H -0.53740 -1.07643 0.00650 0.197
H 1.25672 -0.01094 1.67561 0.243
H -0.23341 -0.51151 2.12167 0.232
H 0.88720 0.18608 -1.78260 0.327
H 1.77318 0.91224 -0.45402 0.393
H 1.29502 -2.12888 -0.87350 0.312


17
Properties=species:S:1:pos:R:3:mulliken_charge:R:1 method="wB97M-V/def2-TZVPD" e_homo_ev=-9.49 e_above_lowest_kcal_mol=104.60 charge=0 e_tot_ha=-343.0348 smiles="NCCCC(N)=O" e_lumo_ha=0.026 gap_ev=10.2
N -1.42775 -0.61008 -2.65514 -0.658
C -1.36326 -0.43079 -1.15656 -0.566
C -0.04749 -0.16708 -0.60179 -0.337
C -0.10105 0.03060 0.83780 -1.268
C 1.46870 0.10506 1.48311 0.465
N 1.71481 1.20918 2.27838 -0.460
O 2.25675 -0.72968 1.30376 -0.526
H -0.80135 -1.20372 -2.80837 0.253
H -1.13558 0.32773 -2.92845 0.254
H -1.92425 -1.46043 -0.89921 0.293
H -2.27056 0.20577 -0.76686 0.330
H 0.79256 -0.89738 -0.62729 0.283
H 0.34527 0.72037 -1.05282 0.245
H -0.50287 -0.94648 1.39174 0.247
H -0.52116 0.64206 1.30441 0.931
H 0.87135 1.97834 2.34242 0.272
H 2.64589 1.22652 2.55488 0.243


17
Properties=species:S:1:pos:R:3:mulliken_charge:R:1 method="wB97M-V/def2-TZVPD" e_homo_ev=-8.91 e_above_lowest_kcal_mol=70.07 charge=0 e_tot_ha=-343.0898 smiles="C[C@@H](N)CC(N)=O" e_lumo_ha=0.033 gap_ev=9.8
C 0.12637 -0.61308 1.65343 -1.225
C -0.89428 -0.00215 0.70613 0.309
N -1.96435 0.82182 0.99653 -0.446
C 0.00114 0.49485 -0.52649 -0.651
C 0.66217 -0.41393 -1.61558 0.580
N 2.04702 0.17232 -2.22350 -0.573
O 0.34854 -1.55578 -1.82465 -0.523
H -0.28301 -0.83499 2.71862 0.340
H 0.27230 -1.67618 1.39476 0.335
H 1.07839 -0.13480 1.76138 0.336
H -1.46134 -0.90234 0.18639 0.190
H -1.80353 1.43143 1.73993 0.150
H -2.81479 0.82714 0.47274 0.182
H 0.63303 1.36950 -0.14770 0.282
H -0.86294 0.87913 -1.06189 0.197
H 2.41656 -0.71179 -2.60243 0.271
H 2.49870 0.84886 -1.62766 0.245


17
Properties=species:S:1:pos:R:3:mulliken_charge:R:1 method="wB97M-V/def2-TZVPD" e_homo_ev=-8.49 e_above_lowest_kcal_mol=131.81 charge=0 e_tot_ha=-342.9914 smiles=CN1CCN(C)O1 e_lumo_ha=0.039 gap_ev=9.5
C 2.28068 0.56703 0.22596 -0.755
N 0.98039 0.34971 -0.48017 -0.195
C 0.54208 -1.04154 -0.22383 -0.461
C -0.68508 -0.84897 0.63822 -0.487
N -1.14236 0.49531 0.48369 -0.024
C -2.10453 0.67761 -0.73721 -0.849
O 0.11177 1.19202 0.32519 -0.305
H 1.86972 0.29261 1.24794 0.363
H 3.14985 -0.02213 -0.10555 0.295
H 2.38488 1.64488 0.29945 0.250
H 1.31248 -1.65749 0.23653 0.339
H 0.44561 -1.54176 -1.23289 0.266
H -1.61246 -1.42937 0.49935 0.374
H -0.45517 -1.03721 1.74902 0.217
H -2.46447 1.74494 -0.66278 0.253
H -1.67811 0.62765 -1.64170 0.377
H -2.93525 -0.01328 -0.62122 0.341


17
Properties=species:S:1:pos:R:3:mulliken_charge:R:1 method="wB97M-V/def2-TZVPD" e_homo_ev=-9.03 e_above_lowest_kcal_mol=78.04 charge=0 e_tot_ha=-343.0771 smiles="NCC[C@@H](N)C=O" e_lumo_ha=0.025 gap_ev=9.7
N -1.86781 1.54240 0.36492 -0.471
C -1.48305 0.34323 -0.19975 -0.503
C -0.05690 0.30790 -0.68104 -0.579
C 0.92566 -0.24460 0.37587 0.214
N 0.47815 -1.56720 0.93532 -0.654
C 2.46967 -0.31285 -0.04221 -0.057
O 2.79633 0.34270 -1.02686 -0.451
H -2.82578 1.49798 0.64339 0.219
H -1.60112 2.33027 -0.15398 0.167
H -2.18357 -0.13923 -0.94130 0.222
H -1.51077 -0.27507 0.83115 0.362
H 0.23726 1.38166 -1.05778 0.255
H 0.06607 -0.47024 -1.54714 0.267
H 0.70786 0.46205 1.18809 0.223
H 1.17212 -2.27000 0.66878 0.264
H -0.40133 -1.71003 0.31482 0.259
H 3.07720 -1.21897 0.32773 0.263


17
Properties=species:S:1:pos:R:3:mulliken_charge:R:1 method="wB97M-V/def2-TZVPD" e_homo_ev=-8.62 e_above_lowest_kcal_mol=87.79 charge=0 e_tot_ha=-343.0616 smiles="NCCNCC=O" e_lumo_ha=0.033 gap_ev=9.5
N 2.45081 0.07864 -0.43946 -0.702
C 1.25502 0.92651 -0.76785 -0.709
C 0.00576 0.72128 0.06718 -0.334
N -0.17444 -0.71561 -0.00712 -0.291
C -1.17308 -1.25733 0.78419 -0.393
C -2.43499 -0.66487 0.29917 -0.064
O -2.76417 0.51029 0.51976 -0.491
H 2.86919 0.46816 0.56164 0.250
H 3.33182 0.43147 -0.99076 0.308
H 0.70975 0.57940 -1.69204 0.354
H 1.50915 2.02922 -0.88927 0.337
H -0.92613 1.17484 -0.50846 0.233
H 0.15749 1.16476 1.09489 0.222
H 0.72833 -1.13340 -0.17153 0.314
H -1.44085 -2.27890 0.69636 0.350
H -1.05105 -0.78828 1.85229 0.275
H -3.05261 -1.24620 -0.40900 0.339


17
Properties=species:S:1:pos:R:3:mulliken_charge:R:1 method="wB97M-V/def2-TZVPD" e_homo_ev=-8.82 e_above_lowest_kcal_mol=51.09 charge=0 e_tot_ha=-343.1200 smiles="CNCC(=O)NC" e_lumo_ha=0.029 gap_ev=9.6
C 1.35216 -0.85548 -1.64998 -0.914
N -0.05600 -1.15935 -1.60212 -0.395
C -0.77121 -0.07696 -0.75059 -0.299
C -0.89441 -0.54983 0.62117 0.388
O -1.30551 -1.70969 0.74900 -0.656
N -0.50039 0.21417 1.70773 -0.203
C -0.13371 1.68822 1.69845 -0.726
H 1.82528 -1.62004 -2.21966 0.365
H 1.89190 -0.89635 -0.71211 0.328
H 1.57784 0.12611 -2.07943 0.283
H -0.16244 -2.13433 -1.25827 0.273
H -0.21965 0.90300 -0.85303 0.238
H -1.79478 0.08469 -1.20752 0.208
H -0.80506 -0.01809 2.65871 0.274
H 0.52885 1.88474 2.52314 0.303
H 0.46438 1.88043 0.64228 0.222
H -0.99725 2.23878 1.73223 0.311


17
Properties=species:S:1:pos:R:3:mulliken_charge:R:1 method="wB97M-V/def2-TZVPD" e_homo_ev=-7.85 e_above_lowest_kcal_mol=188.10 charge=0 e_tot_ha=-342.9017 e_lumo_ha=-0.067 gap_ev=6.0
C -0.14847 -0.45299 -0.31304 0.251
C -0.27103 0.38208 0.84874 -0.736
C -1.40244 0.47622 -0.40236 -0.031
O -2.51137 0.03889 -0.18945 -0.445
N 0.94156 -0.04876 -1.13141 -0.424
C 2.06402 0.27176 -0.26883 -0.524
N 1.88112 -0.30543 0.99791 -0.596
H 1.09870 -0.80102 -1.78739 0.300
H -0.31147 -1.50422 -0.21082 0.374
H -0.58877 -0.08107 1.77353 0.319
H 0.35821 1.23417 0.91825 0.252
H -1.33934 1.37747 -1.04993 0.405
H -3.66278 -1.73687 1.86456 0.058
H 2.97922 0.00389 -0.79148 0.438
H 2.07880 1.38055 -0.20981 0.270
H -4.03083 -1.32839 1.37244 -0.062
H 2.72240 -0.26674 1.55002 0.152


17
Properties=species:S:1:pos:R:3:mulliken_charge:R:1 method="wB97M-V/def2-TZVPD" e_homo_ev=-9.54 e_above_lowest_kcal_mol=35.52 charge=0 e_tot_ha=-343.1449 smiles="NC[C@H](N)CC=O" e_lumo_ha=0.031 gap_ev=10.4
N 1.18914 2.26796 0.24381 -0.605
C 0.96851 1.01208 -0.48073 -1.011
C -0.15439 0.13793 0.03551 0.447
N 0.15684 -0.31134 1.38200 -0.677
C -0.31944 -1.07347 -0.87492 -0.575
C -1.45732 -1.95515 -0.44520 -0.137
O -1.42097 -3.15368 -0.48076 -0.475
H 0.31348 2.74132 0.42454 0.256
H 1.62455 2.08251 1.13755 0.273
H 0.80502 1.25760 -1.52730 0.357
H 1.90121 0.45414 -0.41749 0.448
H -1.08812 0.72795 0.00219 0.198
H 0.34914 0.48135 1.97941 0.229
H -0.60662 -0.83253 1.78952 0.234
H -0.48876 -0.71142 -1.88897 0.370
H 0.59303 -1.67252 -0.83834 0.286
H -2.36530 -1.45273 -0.04082 0.380


17
Properties=species:S:1:pos:R:3:mulliken_charge:R:1 method="wB97M-V/def2-TZVPD" e_homo_ev=-9.45 e_above_lowest_kcal_mol=13.05 charge=0 e_tot_ha=-343.1807 smiles="CCCNC(N)=O" e_lumo_ha=0.034 gap_ev=10.4
C -2.37849 0.45641 1.20866 -1.260
C -1.17843 -0.42289 0.89666 -0.430
C -0.20650 0.14981 -0.13560 -0.450
N 0.99273 -0.68111 -0.19948 -0.216
C 1.90731 -0.45561 -1.20539 0.474
N 2.55710 0.75694 -1.32772 -0.458
O 2.27961 -1.38666 -1.91707 -0.651
H -2.02529 1.39136 1.66091 0.327
H -2.98045 0.73996 0.34645 0.344
H -2.93340 -0.05178 1.99840 0.338
H -1.52814 -1.33211 0.39689 0.309
H -0.62890 -0.76184 1.77570 0.389
H -0.75456 0.20144 -1.08748 0.244
H 0.06841 1.17597 0.08594 0.296
H 0.79407 -1.66299 -0.08934 0.239
H 2.64943 1.34077 -0.51246 0.237
H 3.36550 0.54232 -1.89506 0.268


17
Properties=species:S:1:pos:R:3:mulliken_charge:R:1 method="wB97M-V/def2-TZVPD" e_homo_ev=-9.19 e_above_lowest_kcal_mol=64.08 charge=0 e_tot_ha=-343.0993 smiles="CNCCNC=O" e_lumo_ha=0.037 gap_ev=10.2
C -2.26081 0.34733 -0.97761 -0.976
N -1.23317 0.64374 0.09801 -0.396
C -0.40455 -0.59462 0.64502 -0.617
C 1.02084 -0.10617 1.23648 -0.668
N 1.76495 0.57162 0.10541 -0.281
C 2.28231 -0.29084 -0.83953 -0.029
O 2.09044 -1.52209 -0.87279 -0.567
H -1.83956 0.02259 -1.89796 0.330
H -2.80868 1.18366 -1.09950 0.371
H -2.84534 -0.50716 -0.69804 0.339
H -1.84287 1.05152 0.93177 0.244
H -0.14524 -1.23124 -0.10499 0.520
H -0.79140 -1.13038 1.45567 0.317
H 1.00584 0.62038 2.06047 0.324
H 1.72407 -0.84422 1.62078 0.334
H 1.39636 1.47277 -0.24106 0.315
H 2.88681 0.31311 -1.42213 0.441